# 1
{
  "formula": "C29H47KN8OS",
  "method": "ωB97M-V with the def2-TZVPD basis set",
  "species": ["K", "C", "C", "C", "C", "C", "C", "C", "C", "C", "C", "C", "C", "C", "C", "C", "C", "C", "H", "H", "H", "H", "H", "H", "H", "H", "H", "H", "H", "H", "H", "H", "H", "H", "H", "H", "H", "H", "H", "H", "H", "H", "H", "H", "H", "H", "H", "N", "C", "S", "N", "N", "C", "C", "C", "C", "C", "C", "C", "O", "H", "H", "H", "H", "H", "H", "H", "C", "N", "C", "C", "N", "N", "C", "N", "N", "H", "H", "H", "H", "H", "H", "H", "H", "H", "H", "H"],
  "coordinates": [[-0.15118, 0.16038, -0.49950], [0.93029, -1.03687, 2.23682], [1.54950, 0.23664, 2.14100], [0.50746, 1.21100, 2.30183], [-0.69810, 0.48879, 2.48616], [-0.44712, -0.89052, 2.44682], [-1.45569, -1.98725, 2.73201], [-0.98460, -3.33033, 2.16813], [-1.62681, -2.14275, 4.25237], [-2.82125, -1.64802, 2.12144], [0.50648, 2.74633, 2.29492], [-0.89293, 3.28079, 2.64599], [0.83967, 3.35333, 0.92049], [1.43978, 3.33043, 3.36925], [3.07966, 0.32952, 2.08291], [3.64749, 0.44814, 3.51146], [3.65160, 1.46962, 1.23087], [3.66776, -0.96170, 1.48496], [1.44662, -1.98334, 2.15185], [-1.67654, 0.93357, 2.60148], [-0.03381, -3.63395, 2.61432], [-0.84038, -3.27111, 1.08762], [-1.72263, -4.11391, 2.37617], [-0.66774, -2.38970, 4.71596], [-2.35076, -2.93304, 4.49323], [-1.97603, -1.20319, 4.68776], [-2.74716, -1.51702, 1.04086], [-3.21641, -0.71740, 2.53637], [-3.54692, -2.44504, 2.33226], [-1.63488, 2.97441, 1.90540], [-0.86764, 4.37534, 2.66163], [-1.22096, 2.92702, 3.62647], [0.11293, 3.05060, 0.16118], [1.81846, 3.06871, 0.54392], [0.81433, 4.44935, 0.97462], [1.15824, 2.94640, 4.35429], [1.36042, 4.42437, 3.38806], [2.48541, 3.08038, 3.20505], [3.28742, 1.34667, 4.01432], [4.74571, 0.47525, 3.49685], [3.32635, -0.41234, 4.10399], [3.42964, 2.45615, 1.62984], [3.27305, 1.43452, 0.20711], [4.74263, 1.37752, 1.18499], [3.45843, -1.83068, 2.11098], [4.75578, -0.86652, 1.40494], [3.26504, -1.16057, 0.48909], [-0.79377, -1.41703, -5.10719], [0.22468, -1.65208, -4.15571], [0.64262, -3.30252, -3.90618], [0.66459, -0.54148, -3.63040], [1.63532, -0.71349, -2.67126], [2.21430, 0.35163, -2.26595], [2.05306, 1.77961, -2.65402], [3.23486, 2.43907, -2.99140], [3.28541, 3.77951, -3.34787], [2.09104, 4.49753, -3.34061], [0.90887, 3.89114, -2.97300], [0.82310, 2.52030, -2.58371], [-0.28680, 2.03463, -2.15671], [-0.89896, -2.20440, -5.72724], [-0.65162, -0.53490, -5.58503], [2.98472, 0.15911, -1.51576], [4.15339, 1.85778, -2.98084], [4.22491, 4.24830, -3.61568], [2.08683, 5.55011, -3.60951], [-0.01900, 4.45235, -2.93531], [-2.39142, -4.58509, -2.10305], [-3.29120, -3.46391, -2.28816], [-4.65825, -3.75997, -1.88637], [-2.78131, -2.21043, -1.91424], [-1.68812, -1.98262, -1.31002], [-3.61278, -1.15867, -2.33654], [-3.07642, 0.16041, -2.17144], [-2.41802, 0.61545, -3.28527], [-3.26975, 0.77331, -1.06956], [-2.81230, -5.45109, -2.61727], [-2.26447, -4.84672, -1.04066], [-1.42247, -4.35694, -2.55121], [-5.05641, -4.55918, -2.51575], [-5.28408, -2.87920, -1.99256], [-4.70911, -4.09235, -0.83866], [-1.21276, -2.84372, -1.06207], [-3.87676, -1.32362, -3.30043], [-1.98049, -0.13229, -3.81642], [-1.71599, 1.33515, -3.07029], [-2.77607, 1.66631, -1.10522]],
  "forces_ev_per_angstrom": [[-0.134, -0.352, 0.459], [0.021, -0.043, -0.047], [-0.015, 0.065, -0.051], [0.016, 0.031, 0.033], [-0.027, 0.065, -0.038], [-0.028, -0.007, 0.030], [-0.019, 0.021, -0.050], [0.031, -0.020, -0.019], [0.005, 0.007, 0.033], [-0.013, 0.004, 0.018], [-0.010, 0.024, 0.040], [-0.032, -0.026, -0.014], [0.025, 0.029, -0.063], [0.023, -0.003, 0.008], [0.020, -0.037, 0.016], [0.016, 0.005, 0.017], [-0.012, 0.037, -0.024], [0.001, -0.026, -0.006], [-0.050, 0.030, 0.021], [0.017, -0.031, 0.020], [-0.034, 0.014, -0.005], [-0.002, 0.014, 0.032], [0.007, 0.016, -0.002], [-0.029, 0.000, -0.006], [0.019, 0.021, -0.001], [0.007, -0.026, -0.008], [-0.003, 0.007, 0.005], [0.022, -0.036, -0.009], [0.031, 0.019, -0.006], [0.029, 0.010, 0.021], [0.004, -0.007, 0.001], [0.012, 0.007, -0.019], [-0.024, -0.009, 0.066], [-0.002, -0.018, 0.028], [0.006, -0.026, -0.004], [0.005, 0.002, -0.026], [-0.001, -0.016, -0.002], [-0.018, -0.001, -0.024], [0.008, -0.028, -0.024], [-0.030, -0.002, 0.004], [0.009, 0.020, -0.014], [-0.012, -0.011, 0.020], [-0.006, -0.007, 0.042], [-0.005, 0.001, 0.004], [0.018, 0.041, -0.016], [-0.003, 0.003, -0.004], [0.000, 0.011, 0.025], [-0.011, 0.063, 0.022], [-0.013, -0.069, 0.009], [0.022, 0.006, 0.015], [0.062, 0.033, -0.080], [-0.071, -0.001, -0.035], [0.002, 0.058, 0.055], [0.048, 0.105, -0.031], [-0.027, -0.014, -0.001], [0.016, -0.036, 0.005], [-0.059, 0.009, 0.006], [-0.023, -0.070, 0.007], [0.029, 0.037, -0.080], [0.097, 0.193, -0.154], [0.010, -0.014, -0.008], [-0.004, -0.013, 0.000], [0.038, -0.005, -0.097], [0.010, 0.004, 0.000], [-0.010, -0.001, 0.001], [0.012, 0.007, -0.004], [0.017, 0.023, -0.008], [-0.008, -0.013, 0.002], [-0.055, 0.013, -0.002], [0.058, 0.025, -0.005], [-0.025, 0.018, 0.050], [-0.135, -0.134, -0.141], [0.033, -0.116, 0.022], [0.149, 0.148, 0.103], [0.014, -0.016, 0.031], [-0.027, -0.072, -0.146], [-0.001, 0.000, 0.001], [0.005, 0.001, 0.000], [-0.004, -0.010, 0.007], [0.010, 0.001, -0.008], [0.000, 0.025, -0.004], [0.011, 0.004, 0.003], [0.031, 0.028, -0.004], [-0.038, 0.016, 0.003], [-0.018, -0.012, -0.025], [0.000, 0.016, 0.021], [0.009, -0.006, 0.005]],
  "lowdin_charge": [0.726, -0.086, -0.189, -0.193, -0.103, -0.277, -0.560, -0.063, -0.068, -0.056, -0.523, -0.088, -0.041, -0.064, -0.526, -0.059, -0.054, -0.074, 0.083, 0.086, 0.073, 0.066, 0.073, 0.077, 0.067, 0.076, 0.058, 0.074, 0.073, 0.080, 0.073, 0.080, 0.070, 0.059, 0.082, 0.085, 0.072, 0.043, 0.057, 0.071, 0.080, 0.054, 0.065, 0.078, 0.068, 0.074, 0.083, -0.010, -0.976, 0.375, -0.034, -0.029, -0.197, -0.156, -0.087, -0.154, -0.147, -0.046, -0.420, -0.255, 0.032, 0.073, 0.086, 0.101, 0.071, 0.080, 0.096, -0.102, -0.172, -0.088, -0.458, 0.142, 0.098, -0.577, 0.150, 0.130, 0.080, 0.086, 0.006, 0.074, 0.071, 0.084, 0.035, 0.128, 0.037, 0.055, 0.038],
  "energy_ha": -2644.74483,
  "multiplicity": 1,
  "charge": -2,
  "lumo_ev": 4.28
}

# 2
{
  "formula": "C22H50O32S7",
  "method": "ωB97M-V with the def2-TZVPD basis set",
  "species": ["C", "C", "C", "S", "O", "O", "C", "H", "H", "H", "H", "H", "H", "H", "H", "C", "C", "O", "S", "O", "O", "O", "H", "H", "H", "H", "C", "C", "O", "S", "O", "O", "O", "H", "H", "H", "H", "C", "C", "O", "S", "O", "O", "O", "H", "H", "H", "H", "C", "C", "O", "S", "O", "O", "O", "H", "H", "H", "H", "C", "C", "O", "S", "O", "O", "O", "H", "H", "H", "H", "C", "C", "O", "S", "O", "O", "O", "H", "H", "H", "H", "C", "C", "O", "O", "H", "H", "H", "H", "H", "H", "C", "C", "O", "O", "H", "H", "H", "H", "H", "H", "C", "C", "O", "O", "H", "H", "H", "H", "H", "H"],
  "coordinates": [[-5.46139, 4.52580, -0.41395], [-5.98980, 3.22211, -1.16427], [-5.32758, 3.33592, -2.52989], [-5.01910, 5.12327, -2.97585], [-5.87399, 5.34625, -4.05860], [-3.56790, 5.14791, -3.07988], [-5.75692, 5.72535, -1.38799], [-4.44365, 4.47440, -0.02708], [-6.14302, 4.63435, 0.42967], [-7.06458, 3.38921, -1.09336], [-5.78818, 2.37343, -0.51068], [-5.96694, 3.04262, -3.36253], [-4.38948, 2.81448, -2.72005], [-6.82141, 5.80520, -1.60841], [-5.31526, 6.71480, -1.26961], [1.16381, -5.24576, -3.48629], [2.18380, -5.80689, -2.57810], [2.29050, -7.20754, -2.75780], [0.89078, -7.79609, -3.28361], [0.27909, -8.52978, -2.17585], [1.05507, -8.64829, -4.51338], [0.23423, -6.28419, -3.53698], [1.46322, -5.21409, -4.53389], [0.77564, -4.27759, -3.16996], [1.96119, -5.40640, -1.58908], [3.11316, -5.35496, -2.92473], [-4.66194, -4.72022, 7.52355], [-3.73098, -5.91547, 7.71547], [-2.59423, -5.17187, 8.06434], [-2.31452, -3.84621, 7.10030], [-1.59360, -4.30425, 5.91152], [-1.77299, -2.79197, 7.92096], [-3.94884, -3.72889, 6.80987], [-5.04640, -4.15777, 8.37440], [-5.47304, -5.07628, 6.88838], [-3.50533, -6.52798, 6.84253], [-4.18576, -6.48130, 8.52856], [3.34822, 0.97301, -8.71146], [3.56759, -0.27525, -7.93655], [3.17953, 0.04700, -6.62499], [1.97921, 1.22148, -6.51664], [2.33275, 2.21677, -5.50216], [0.58677, 0.61454, -6.37299], [2.32155, 1.77518, -8.11244], [3.11114, 0.86365, -9.76973], [4.19335, 1.64200, -8.54925], [4.63705, -0.27779, -8.14714], [2.90265, -1.11546, -8.13657], [7.86890, 0.01236, -1.18650], [7.79075, 1.27752, -0.37733], [8.93464, 2.00492, -0.85366], [10.14245, 0.97091, -1.04950], [11.03456, 0.88941, 0.08604], [10.73040, 0.92682, -2.38165], [9.14796, -0.31072, -0.94537], [7.73796, 0.26771, -2.23805], [7.20789, -0.80223, -0.89051], [7.77364, 1.15369, 0.70548], [6.95120, 1.86890, -0.74273], [-9.76819, -3.40348, -5.43811], [-9.88013, -4.19598, -4.11517], [-8.55170, -4.65259, -3.80313], [-7.36326, -3.50646, -4.35845], [-6.24817, -4.01923, -5.15823], [-7.05352, -2.60621, -3.18742], [-8.47879, -2.80403, -5.37822], [-10.41615, -2.52944, -5.50365], [-9.91713, -3.93961, -6.37538], [-10.50642, -5.06272, -4.32636], [-10.34045, -3.54131, -3.37516], [0.08613, 6.39541, 8.10270], [-0.05674, 7.52323, 7.13123], [-1.08350, 7.19251, 6.17522], [-1.74335, 5.72769, 6.50555], [-1.14796, 4.63010, 5.77322], [-3.23000, 5.85303, 6.53994], [-1.12294, 5.70086, 8.02885], [0.28585, 6.71177, 9.12649], [0.82891, 5.79873, 7.57324], [0.78331, 7.71253, 6.46297], [-0.34534, 8.43132, 7.66056], [-0.89301, -0.18332, 1.31018], [0.52508, -0.64737, 1.36917], [1.09955, -0.28686, 0.19793], [-1.49658, -1.03544, 0.31797], [-0.98961, 0.87433, 1.06492], [-1.56122, -0.08795, 2.16604], [0.72066, -1.70819, 1.52574], [1.09795, -0.16431, 2.16073], [0.36471, -0.44160, -0.40013], [-2.42780, -0.83766, 0.44165], [0.66668, 7.33888, 0.64087], [2.05221, 6.69375, 0.38844], [3.13086, 7.68189, 0.13689], [0.27397, 8.05489, -0.55858], [0.95045, 8.12525, 1.34030], [-0.03854, 6.59629, 1.01411], [1.89071, 6.02765, -0.45910], [2.20546, 6.06728, 1.26716], [2.81774, 8.31670, -0.51162], [0.22474, 7.46657, -1.31558], [6.83550, -5.93171, 2.62149], [7.63711, -6.24877, 3.91349], [8.07048, -4.86878, 4.44951], [7.69509, -5.88135, 1.49006], [6.12620, -5.10580, 2.56791], [6.26110, -6.84725, 2.48025], [8.32951, -7.07629, 3.75889], [6.89073, -6.52805, 4.65715], [7.67263, -4.93293, 5.32083], [8.00326, -4.97223, 1.47862]],
  "forces_ev_per_angstrom": [[-1.400, 0.474, -0.181], [1.248, 2.122, 1.069], [-0.762, -0.121, -1.086], [1.508, -4.578, 3.341], [-1.556, 1.841, -2.627], [-0.812, 1.498, 0.174], [1.400, -0.674, -0.769], [0.033, 0.052, -0.398], [0.281, 0.258, 0.300], [-0.131, -0.360, -0.886], [0.327, -0.236, -0.532], [-0.214, -0.197, 0.145], [0.071, 0.044, 0.669], [0.054, 0.014, 0.051], [-0.031, -0.130, 0.741], [0.255, -0.701, -1.863], [2.082, 2.073, 0.018], [-0.588, 0.134, -0.338], [-0.589, -3.335, -0.775], [0.516, 2.146, -1.768], [-0.231, 3.643, 3.118], [-2.338, -2.984, 0.439], [0.721, 0.785, 0.035], [-0.394, -0.379, 0.146], [0.136, -1.076, 0.489], [0.417, -0.293, 0.509], [-1.370, -0.537, -1.431], [-0.802, 1.932, 0.267], [2.753, 0.640, 0.739], [-0.285, -2.389, -0.100], [-1.663, 1.253, 2.000], [-1.115, -1.241, -1.149], [2.343, 0.971, -0.986], [0.048, -1.000, 0.604], [-0.313, 0.528, -0.065], [-0.461, 0.078, -0.123], [0.870, -0.231, 0.240], [-0.708, 2.326, -0.294], [-1.076, 0.292, -0.466], [-0.633, 1.548, 2.071], [-2.038, -0.519, 0.126], [-0.219, -2.017, -2.421], [5.066, 1.775, -1.156], [-1.960, -0.932, 2.515], [0.069, -0.157, 0.120], [0.536, -0.372, -0.572], [0.201, -1.693, 1.131], [0.773, -0.261, -1.046], [-2.026, 0.909, -0.044], [-2.072, 0.967, -0.855], [1.299, 0.132, 0.012], [1.662, -2.285, -0.363], [-1.393, 0.686, -1.310], [-1.377, 1.102, 1.993], [4.034, -1.686, 0.298], [-0.363, -0.131, -0.228], [0.036, 0.164, 0.092], [0.281, -0.029, -0.113], [-0.096, 0.177, 0.515], [0.227, 0.709, 0.453], [-0.048, 0.135, -1.492], [1.457, 1.185, -0.719], [-0.703, 1.582, 1.637], [-2.744, 0.455, 1.832], [-1.100, -2.791, -3.805], [2.239, -0.139, 0.598], [-0.384, -0.242, 0.379], [0.428, -0.494, 0.211], [0.179, -0.137, 0.492], [0.451, -0.254, 0.423], [0.973, -0.543, -1.626], [-0.354, 2.008, -0.814], [-0.988, -1.673, 0.165], [-2.429, 0.115, 0.707], [-0.513, 1.772, 0.625], [4.446, -0.234, 0.028], [-2.097, -0.675, -0.387], [0.116, -0.325, -0.252], [0.603, -0.650, 1.184], [0.445, 0.015, 0.720], [-0.199, 0.191, -0.369], [-1.266, -0.031, 0.467], [0.587, 0.212, 2.869], [0.814, 0.583, -2.452], [-0.415, 0.717, 0.383], [0.863, 0.248, -1.034], [0.511, -1.280, 0.918], [-0.934, -0.383, 0.261], [-0.212, 0.265, 0.309], [0.357, 0.062, -1.096], [-0.287, -0.408, -0.628], [2.280, 1.009, -1.413], [-0.763, 0.883, -0.477], [-1.301, -1.825, 0.995], [-0.224, -0.087, 0.953], [-0.918, 0.039, 0.377], [-0.207, 0.215, -0.077], [0.571, -0.141, -0.287], [0.984, 0.263, 0.006], [-0.389, -0.040, -0.133], [-0.054, -0.333, 0.055], [0.814, -2.284, -0.143], [-2.285, 3.554, 0.057], [0.251, -2.672, -0.564], [-0.060, 0.551, 0.069], [0.248, 0.193, 0.881], [-0.354, -0.076, -0.226], [0.626, 0.711, 0.049], [0.031, -0.588, -0.035], [0.327, 0.572, 0.191], [0.399, 0.043, -0.280]],
  "lowdin_charge": [-0.203, -0.193, -0.221, 0.660, -0.313, -0.335, -0.195, 0.110, 0.100, 0.106, 0.107, 0.087, 0.098, 0.098, 0.095, -0.208, -0.208, -0.169, 0.752, -0.255, -0.274, -0.198, 0.135, 0.147, 0.140, 0.138, -0.197, -0.172, -0.225, 0.738, -0.250, -0.227, -0.210, 0.138, 0.130, 0.136, 0.137, -0.205, -0.202, -0.215, 0.826, -0.257, -0.291, -0.213, 0.142, 0.131, 0.141, 0.142, -0.242, -0.158, -0.186, 0.685, -0.232, -0.237, -0.192, 0.137, 0.147, 0.141, 0.137, -0.174, -0.175, -0.215, 0.819, -0.247, -0.288, -0.232, 0.129, 0.126, 0.129, 0.128, -0.201, -0.176, -0.201, 0.735, -0.243, -0.261, -0.197, 0.147, 0.130, 0.136, 0.130, -0.230, -0.306, -0.042, -0.068, 0.119, 0.118, 0.123, 0.122, 0.077, 0.086, -0.223, -0.214, -0.076, -0.084, 0.116, 0.115, 0.106, 0.111, 0.069, 0.080, -0.256, -0.141, -0.110, -0.072, 0.121, 0.108, 0.117, 0.101, 0.053, 0.080],
  "energy_ha": -6062.72099,
  "multiplicity": 1,
  "charge": 0,
  "lumo_ev": -0.04,
  "smiles": "O=S1(=O)CCCC1.O=S1(=O)OCCO1.O=S1(=O)OCCO1.O=S1(=O)OCCO1.O=S1(=O)OCCO1.O=S1(=O)OCCO1.O=S1(=O)OCCO1.OCCO.OCCO.OCCO"
}